25
Properties=species:S:1:pos:R:3:forces:R:3 method="wB97M-V/def2-TZVPD" energy_ev=-74883.80095 homo_energy_ev="-2.081 / -4.193" spin_multiplicity=4 gap_ev="4.899 / 6.639" lumo_ha="0.1036 / 0.0899" mol_weight_g_mol=467.35 total_charge=-1
Ti 0.537171 -0.257373 0.983835 -1.561 0.392 -0.576
Cl 0.627284 -0.576608 -1.286556 0.044 -0.392 -1.645
C 1.664712 1.264661 1.665388 0.809 1.488 0.486
H 1.649954 1.356711 2.759152 0.100 0.119 -0.065
H 1.347260 2.216331 1.214049 0.187 0.146 0.160
H 2.686408 1.023599 1.337227 -0.097 0.239 0.111
Au -1.318426 0.822869 -1.556424 0.502 -0.486 -2.003
C -0.016452 2.320244 -2.444556 -0.340 0.795 0.761
C -2.453049 -0.856226 -2.410694 -0.614 0.083 0.930
C -2.850099 2.043409 -1.468849 -0.939 0.801 0.212
H -2.819395 -1.523899 -1.606384 -0.022 0.142 -0.689
H -3.287949 -0.381657 -2.974160 0.478 -0.555 0.390
H -1.761067 -1.399732 -3.086739 -0.330 0.407 0.464
H 0.462043 2.965955 -1.684766 -0.115 -0.116 -0.623
H 0.744701 1.780077 -3.043001 -0.524 0.233 0.422
H -0.729749 2.889698 -3.088107 0.782 -0.247 0.441
H -2.737161 3.150401 -1.442713 0.103 -0.895 -0.139
H -3.890801 1.690863 -1.302939 0.838 0.061 -0.202
Cl 1.117705 -4.546082 2.768173 0.211 -0.522 0.065
C 1.979430 -3.041711 3.201560 -0.185 0.439 -0.020
Cl 3.745098 -3.102478 2.957053 -0.550 -0.286 0.164
C 1.354911 -1.966311 2.380115 0.305 1.319 -2.219
O 0.165170 -1.464740 2.550138 1.229 -1.600 1.253
O 1.997260 -1.547362 1.340760 -0.334 -1.427 1.741
H 1.785039 -2.860640 4.238437 0.024 -0.138 0.581



11
Properties=species:S:1:pos:R:3:forces:R:3 method="wB97M-V/def2-TZVPD" energy_ev=-6178.04591 relative_energy_kcal_mol=6.7 homo_energy_ev=-2.498 gap_ev=6.913 lumo_ha=0.1622 mol_weight_g_mol=63.08 total_charge=-1
N -2.018361 -1.509881 -0.790347 -0.398 0.485 -0.448
H -1.649625 -2.127344 -0.097783 0.504 -0.459 0.425
H -2.919086 -1.244452 -0.403934 0.002 0.220 -0.158
H -1.404184 -0.680959 -0.757671 -0.180 -0.322 0.251
N 0.455609 0.211628 -0.125192 0.232 0.574 -0.493
C 1.297835 1.194963 0.691442 0.387 -0.100 -0.061
O 2.583544 1.165114 0.373124 0.072 -0.125 0.161
H 1.016491 -0.634279 -0.060906 0.037 -0.226 0.189
H 0.733821 0.523491 -1.061269 -0.245 -0.135 -0.038
H 1.055143 0.904419 1.749021 0.003 0.197 -0.025
H 0.848815 2.197300 0.483514 -0.414 -0.108 0.198



25
Properties=species:S:1:pos:R:3:forces:R:3 method="wB97M-V/def2-TZVPD" energy_ev=-10034.26165 relative_energy_kcal_mol=30.5 homo_energy_ev=-8.033 gap_ev=8.632 smiles=CNCCC(C)C.O lumo_ha=0.0220 mol_weight_g_mol=119.21 total_charge=0
C -0.883928 -0.268494 2.226952 0.439 1.794 0.158
N 0.114223 0.819204 2.106795 0.240 -1.068 -0.219
C 1.223550 0.503929 1.239542 1.423 0.496 -0.069
C 1.149806 0.928092 -0.230074 -2.431 -0.257 -0.720
C 0.439680 -0.174917 -1.067942 1.162 -0.895 0.690
C 1.417198 -1.349207 -1.310741 0.390 0.137 -0.329
C -0.190733 0.345928 -2.326712 0.028 -0.258 -1.356
H -0.584384 -0.858173 3.100200 -0.657 -0.158 -0.132
H -0.954903 -0.856822 1.321310 0.106 -0.246 0.102
H -1.829134 0.279212 2.297408 -0.187 -0.774 0.565
H -0.256889 1.747916 2.055116 -0.114 0.103 -0.355
H 1.328696 -0.580036 1.241708 0.090 -0.074 0.240
H 2.168438 0.886748 1.652374 -0.160 0.037 0.159
H 0.496108 1.816299 -0.322158 0.336 -0.068 0.268
H 2.049627 1.174128 -0.787859 0.557 -0.017 0.518
H -0.294412 -0.723781 -0.496918 -0.566 0.730 0.309
H 0.959083 -2.067241 -1.995716 0.052 -0.104 0.134
H 1.706220 -1.874791 -0.389082 -0.356 0.140 -0.133
H 2.368954 -1.047861 -1.746580 0.074 0.231 -0.290
H -0.071168 -0.399384 -3.131649 -0.056 0.318 0.088
H 0.242628 1.279331 -2.688279 0.298 -0.015 0.038
H -1.259341 0.536541 -2.281163 -0.108 -0.012 0.416
O -2.512427 -0.471924 -0.294680 -0.579 0.349 -0.301
H -3.018364 0.080853 -0.924186 0.221 -0.895 0.501
H -2.847892 -1.380435 -0.300155 -0.202 0.508 -0.280



9
Properties=species:S:1:pos:R:3:forces:R:3 method="wB97M-V/def2-TZVPD" energy_ev=-5119.68273 relative_energy_kcal_mol=73.4 homo_energy_ev="-11.332 / -17.374" spin_multiplicity=3 gap_ev="7.513 / 5.706" lumo_ha="-0.1404 / -0.4288" mol_weight_g_mol=57.08 total_charge=+1
C 2.261854 0.163937 0.250594 1.380 -0.866 -0.997
C -1.657010 -0.046243 0.298362 -3.925 -0.023 2.184
N 3.349574 -0.121921 -0.050143 0.009 0.859 0.291
N -0.615588 -0.015930 -0.390849 2.289 -0.713 -2.459
H -1.631549 -0.033886 1.380560 -0.833 -0.042 0.618
H -2.658025 -0.062708 -0.294517 0.674 0.044 1.014
H 4.389795 -0.152935 -0.273713 -2.065 -0.081 0.473
H -0.614617 0.112923 -1.353508 -0.033 0.288 -2.621
H 0.355204 0.133148 -0.164522 2.503 0.533 1.498



89
Properties=species:S:1:pos:R:3:forces:R:3 method="wB97M-V/def2-TZVPD" energy_ev=-67651.17042 relative_energy_kcal_mol=0.0 homo_energy_ev=-0.050 gap_ev=4.259 lumo_ha=0.1547 mol_weight_g_mol=825.95 total_charge=-2
Sr 0.584990 -0.405822 0.136998 -3.604 -3.151 1.237
O -2.340429 4.358110 -0.657516 -0.096 -0.034 0.020
C -1.330303 4.489234 -1.531901 0.047 0.022 0.017
C -1.264307 5.655691 -2.298377 -0.047 0.001 0.045
C -0.235728 5.844454 -3.204724 0.051 -0.100 0.058
C 0.740802 4.867876 -3.368919 -0.010 0.032 -0.006
C 0.671000 3.703294 -2.619141 0.044 -0.082 -0.176
C -0.348080 3.492044 -1.699413 -0.275 -0.002 0.198
C -0.394228 2.188168 -0.960652 -0.535 -0.347 0.300
O 0.424714 1.276374 -1.283376 -1.265 2.105 -1.547
N -1.328342 2.095200 -0.006051 -0.438 0.336 -0.229
N -1.468307 0.846802 0.627845 0.236 1.169 -0.360
C -2.178062 0.853255 1.685285 -0.037 -0.415 0.454
C -2.305573 -0.286652 2.609393 0.246 0.239 -0.139
C -3.182776 -0.141373 3.687999 -0.040 0.061 0.026
C -3.308094 -1.085876 4.687247 -0.039 -0.141 0.093
C -2.496265 -2.233069 4.635967 -0.163 0.227 0.007
C -1.616299 -2.417567 3.602059 0.041 0.255 -0.020
C -1.489718 -1.477000 2.523667 -0.801 -0.364 -0.093
O -0.777852 -1.775182 1.518768 0.062 -0.076 0.167
H -2.191509 3.459282 -0.208972 0.052 0.076 0.020
H -2.036086 6.403630 -2.159497 0.003 -0.013 0.027
H -0.192244 6.763568 -3.779251 -0.007 -0.010 -0.016
H 1.552129 5.012722 -4.070466 0.027 -0.021 0.023
H 1.411633 2.921355 -2.739119 0.089 0.049 0.083
H -2.663078 1.790862 1.981454 -0.089 -0.059 0.019
H -3.794086 0.757538 3.728523 0.039 0.004 0.008
H -4.007916 -0.936882 5.500615 0.005 -0.007 -0.005
H -2.573593 -2.983472 5.417566 0.016 0.027 0.007
H -0.974389 -3.289395 3.557877 -0.030 -0.021 -0.063
O 2.925073 -0.863570 -2.616570 0.084 0.084 -0.084
C 2.197790 -0.643319 -1.736684 0.186 -1.126 -2.211
C -3.224841 -4.257020 0.935749 -0.255 0.074 -0.106
C -4.283258 -3.369027 0.228422 0.137 0.185 0.239
C -5.339181 -2.959148 1.266989 0.072 -0.038 -0.204
P -3.444214 -1.816556 -0.400160 -0.250 -0.191 -0.229
C -4.837301 -0.879396 -1.242737 0.009 0.082 0.251
C -5.411997 0.169608 -0.278690 0.152 -0.129 -0.072
C -5.924204 -1.690544 -1.941189 0.097 0.058 -0.078
C -2.559606 -2.434381 -1.933144 0.379 0.268 0.330
C -1.926433 -1.217203 -2.629034 -0.188 -0.367 -0.056
C -1.375591 -3.331857 -1.537780 -0.358 0.019 -0.442
H -3.596010 -4.559714 1.918145 0.031 -0.039 -0.025
H -2.298804 -3.704665 1.099103 0.081 -0.090 0.047
H -3.008223 -5.162747 0.367058 0.063 0.032 -0.006
H -4.759534 -3.908603 -0.596949 -0.020 -0.053 0.047
H -4.864373 -2.354404 2.046138 -0.068 -0.028 0.039
H -5.772316 -3.850332 1.731685 0.014 0.032 0.035
H -6.150851 -2.381137 0.825547 -0.010 0.001 0.066
H -4.292878 -0.307280 -1.998055 -0.058 -0.038 -0.059
H -5.928794 -0.285912 0.568288 -0.045 0.021 -0.047
H -6.107311 0.836673 -0.798272 -0.002 -0.004 0.040
H -4.588759 0.760705 0.125773 -0.085 0.102 0.014
H -6.583689 -2.186275 -1.225886 0.022 -0.012 -0.016
H -5.493629 -2.456227 -2.591618 -0.055 0.008 -0.005
H -6.543490 -1.032946 -2.560830 -0.029 -0.049 0.007
H -3.264832 -2.964579 -2.582036 0.114 -0.027 -0.122
H -1.366053 -0.654539 -1.878688 -0.103 0.293 -0.190
H -2.654443 -0.570601 -3.117247 0.101 0.136 0.074
H -1.206906 -1.548819 -3.382306 -0.051 0.043 -0.032
H -0.753617 -2.791980 -0.823093 -0.006 -0.296 0.199
H -0.764994 -3.530190 -2.424148 -0.007 -0.046 0.045
H -1.699656 -4.283450 -1.126061 0.165 0.006 0.157
C 2.663833 -1.039867 0.804495 2.304 -0.363 1.512
H 3.369007 -1.063153 1.643760 0.098 -0.061 -0.033
H 3.005827 -1.819881 0.077707 0.094 0.530 0.188
Te 2.884027 1.011044 -0.150446 4.046 0.229 0.898
C 5.027210 0.732760 0.127235 -0.307 0.194 0.165
C 5.674072 -0.390572 -0.393225 -0.100 0.247 -0.078
C 7.042005 -0.548000 -0.240935 -0.005 0.085 0.045
C 7.784252 0.402443 0.456678 0.053 -0.064 0.024
C 7.142152 1.485945 1.032269 -0.151 -0.037 0.034
C 5.764785 1.640642 0.885464 -0.014 -0.108 -0.275
C 3.871329 2.566484 -1.874211 0.696 0.359 0.264
C 4.925583 2.032033 -2.651992 -0.345 0.399 -0.016
C 6.117288 2.713799 -2.872992 -0.071 -0.099 0.129
C 6.344708 3.937170 -2.246823 0.127 -0.018 -0.114
C 5.361221 4.480494 -1.437558 -0.168 -0.022 0.122
C 4.150058 3.804696 -1.266808 0.061 -0.115 -0.395
H 5.091839 -1.127769 -0.929645 0.011 -0.049 -0.020
H 7.540285 -1.412875 -0.665082 -0.024 -0.009 -0.033
H 8.857426 0.289942 0.563266 0.007 -0.028 -0.004
H 7.713025 2.213255 1.598668 -0.019 0.023 0.015
H 5.257086 2.475855 1.350867 0.047 0.113 -0.075
H 4.799081 1.041762 -3.080052 0.065 -0.027 -0.059
H 6.898480 2.270303 -3.484243 0.007 -0.004 -0.031
H 7.295983 4.444053 -2.372908 0.001 0.023 -0.006
H 5.554660 5.410847 -0.909433 -0.037 0.046 -0.025
H 3.393695 4.245157 -0.617664 0.022 0.089 0.011



15
Properties=species:S:1:pos:R:3:forces:R:3 method="wB97M-V/def2-TZVPD" energy_ev=-10316.05545 relative_energy_kcal_mol=20.7 homo_energy_ev=-9.797 gap_ev=10.366 smiles="CC(N)=O.NC=O" lumo_ha=0.0209 mol_weight_g_mol=104.11 total_charge=0
C -2.582618 0.034144 -1.006716 -0.316 -0.068 0.419
C -1.222101 -0.419883 -0.564075 0.698 0.395 -0.269
N -1.143747 -1.293272 0.559324 -0.244 -0.588 0.013
O -0.228944 -0.083764 -1.166376 -0.202 -0.292 -0.077
H -3.365056 -0.374654 -0.373829 -0.024 0.051 0.039
H -2.757310 -0.301961 -2.027721 0.124 0.038 -0.048
H -2.622360 1.122088 -0.993709 0.012 0.023 -0.080
H -0.423518 -1.989224 0.396406 0.186 0.260 0.015
H -0.931874 -0.819332 1.428766 -0.296 0.130 0.018
N 2.717742 0.246218 1.170907 0.126 -0.015 -0.062
C 2.368996 1.193719 0.249803 0.057 -0.068 0.033
O 3.161488 1.841421 -0.383191 0.233 0.267 -0.078
H 3.696359 -0.011465 1.200800 -0.193 -0.004 -0.046
H 2.046325 -0.477512 1.350330 -0.033 -0.084 0.143
H 1.286617 1.333476 0.159282 -0.128 -0.045 -0.020